This record from the Open Molecules 2025 dataset describes the ion C3H12NP2 with charge +1 at a distorted geometry. The level of theory is wB97M-V/def2-TZVPD.

Each line ends with the Mulliken charge.
Element x y z (Å)
C: 1.30410 0.00846 0.66758  -0.8829
C: -0.09585 1.36716 -0.94845  -0.9590
C: -0.73609 -1.02416 -0.04149  -0.9109
N: -0.08269 0.27654 0.36175  -0.0971
P: -0.23769 -1.77802 -1.68030  -0.0476
P: -0.78015 1.00086 1.93805  0.0563
H: 1.37192 -1.06131 0.79685  0.3613
H: 1.93510 0.16240 -0.33515  0.3330
H: 1.80877 0.43197 1.46769  0.4211
H: -1.06150 1.85629 -0.83862  0.3547
H: 0.71480 1.96348 -0.71063  0.4503
H: 0.02406 0.74919 -1.82566  0.4436
H: -1.73803 -0.56352 -0.25831  0.4778
H: -0.70486 -1.56968 0.89690  0.5649
H: 1.04052 -2.53597 -1.22914  0.0870
H: -1.02524 -2.87722 -1.35209  0.1053
H: 0.17476 2.05181 1.69601  0.1338
H: -1.91195 1.54171 1.39499  0.1087

Computed properties:
**Gap between HOMO and LUMO**: 10.33 eV
**LUMO energy**: -3.8 eV
**E_HOMO**: -14.2 eV
**Net charge**: +1
**Spin multiplicity**: 1
**Electronic energy**: -858.60026 Eh